(1)
C3H5NS | wB97M-V/def2-TZVPD

Geometry as XYZ:
```
10
Properties=species:S:1:pos:R:3:forces:R:3
C -1.86471 -0.43188 0.10517 3.31 1.54 1.23
C 1.03158 -0.70043 -0.03578 -4.16 1.28 -2.43
C 0.22270 0.41887 0.60598 -2.48 -2.53 1.33
N -2.87186 -0.77929 -0.31316 -1.23 -0.49 -0.52
S 0.25811 1.96240 -0.09062 -0.57 1.55 -0.16
H 1.90713 -0.71714 0.53361 1.71 -0.68 0.28
H 0.31255 -1.56642 -0.07974 1.62 0.38 0.44
H 1.04896 -0.28016 -1.09744 1.07 -1.27 1.18
H 0.11984 0.32998 1.76844 0.12 0.73 -2.33
H -0.16431 1.76408 -1.39647 0.60 -0.50 1.00
```
Positions in Å, forces in eV/Å.

Energy above the lowest of the compared OMol25 structures with the same formula, charge and spin, kcal/mol: 79.36
Energy, Eh: -570.10808
Total charge: 0
Frontier orbital gap, eV: 8.903

(2)
C22H28Cl4MnN2O4 | wB97M-V/def2-TZVPD

Geometry as XYZ:
```
61
Properties=species:S:1:pos:R:3:forces:R:3
Mn 0.34122 0.30277 0.85972 1.82 -3.95 -0.20
Cl 1.90505 0.80721 2.89607 2.30 -0.85 1.49
N 1.88472 0.44117 -0.76682 0.75 1.60 -0.75
N -1.44552 -0.62391 1.60905 -2.49 0.79 1.08
C 2.36340 1.66143 -0.85634 -0.92 -1.85 0.53
C -2.42582 0.19418 1.96030 2.13 -1.38 -0.73
C 2.53676 -0.33962 -1.85821 0.45 0.54 0.18
C 3.76532 0.53421 -2.16515 0.45 0.21 0.41
C 1.62716 -0.37225 -3.07066 -0.35 -0.07 -0.09
C 2.94976 -1.73280 -1.46319 0.18 -0.24 0.08
H 1.34461 0.64008 -3.37507 -0.06 -0.09 0.02
H 0.72409 -0.94890 -2.84233 0.07 0.17 -0.09
H 2.15550 -0.85476 -3.89945 -0.10 -0.01 0.01
H 3.53097 -1.70740 -0.53870 -0.10 -0.08 -0.09
H 3.57316 -2.16025 -2.25761 -0.06 -0.01 0.04
H 2.07369 -2.37187 -1.32775 0.14 0.06 0.05
C -1.99335 -2.01294 1.68052 -0.01 0.62 -0.03
C -3.46691 -1.78710 2.02288 -0.65 0.56 0.21
C -1.30983 -2.78034 2.78689 0.31 -0.24 0.11
C -1.84595 -2.67846 0.33438 0.23 -0.30 -0.23
H -2.31552 -2.05802 -0.43289 0.03 -0.06 -0.05
H -2.33513 -3.65947 0.35388 0.04 0.05 -0.08
H -0.78146 -2.81768 0.11644 -0.30 0.07 -0.04
H -1.41968 -2.24094 3.73164 0.06 -0.07 0.00
H -0.25041 -2.90333 2.54970 -0.26 0.07 0.15
H -1.76857 -3.76980 2.88678 0.04 0.02 0.04
O -3.61506 -0.34574 2.19804 -0.28 -0.43 0.20
H -3.78402 -2.23535 2.97017 0.10 -0.09 -0.20
H -4.15978 -2.06787 1.22625 0.09 -0.10 0.04
O 3.42146 1.84555 -1.63775 0.27 -0.07 -0.60
H 3.99189 0.67270 -3.22514 -0.07 -0.16 0.10
H 4.66575 0.19244 -1.62310 -0.34 0.09 -0.22
C 1.73798 2.86389 -0.21475 0.40 -0.38 -0.04
C -2.30618 1.67820 2.01867 -0.45 -0.41 0.51
C -1.79553 2.10800 0.67766 -1.04 0.70 -1.61
H -1.58615 1.91417 2.84417 -0.39 0.02 -0.79
H -3.29842 2.10283 2.26981 0.48 -0.22 -0.14
C -0.48421 1.84828 0.32287 1.39 1.21 3.62
C 0.25062 2.73345 -0.43876 -0.99 0.91 -1.74
H 0.79665 1.14139 2.29821 -2.08 1.77 -0.53
C -0.46066 3.22621 -1.53816 0.26 -0.23 1.55
C -1.85749 3.04653 -1.49475 -0.47 0.35 -0.98
C 0.27349 3.84144 -2.67433 -0.59 0.13 0.10
C -2.57207 2.55785 -0.39140 1.00 0.12 1.03
H -2.42706 3.41063 -2.33624 -0.20 0.06 -0.31
C -4.05505 2.46313 -0.30475 0.29 0.42 -0.44
H -4.45241 2.85477 -1.22602 -0.61 0.12 -0.30
H -4.40550 3.05086 0.53316 -0.36 0.17 0.19
H -4.37083 1.43437 -0.16824 -0.17 -0.18 0.00
H 0.90953 4.63565 -2.30375 0.22 0.31 -0.17
H -0.46942 4.23325 -3.34870 0.00 0.36 -0.63
H 0.88767 3.10532 -3.18457 0.16 -0.06 -0.19
H 2.16430 3.78279 -0.65560 -0.08 -0.46 0.19
H 1.99760 2.81146 0.87140 -0.39 0.24 -0.73
Cl 1.88039 -4.78876 3.01866 0.10 -0.21 -0.15
C 2.24630 -4.26192 1.35482 -0.31 0.82 -0.15
Cl 3.83774 -4.83918 0.83515 -0.12 -0.07 0.15
Cl 1.01321 -4.90443 0.22960 0.20 -0.11 0.25
C 2.21485 -2.64138 1.39346 0.00 1.29 -0.43
O 3.27294 -2.11693 1.76364 -1.10 -0.77 -0.23
O 1.12025 -2.11483 1.00619 1.38 -0.71 0.61
```
Positions in Å, forces in eV/Å.

Spin multiplicity: 5
Energy, Eh: -4257.35776
Total charge: -1
Frontier orbital gap (spin up / spin down), eV: 5.301 / 4.279

(3)
C26H40N3O4RuS2Si | wB97M-V/def2-TZVPD

Geometry as XYZ:
```
77
Properties=species:S:1:pos:R:3:forces:R:3
Ru 0.09758 0.95800 0.14115 0.54 0.02 -0.16
C -2.95835 0.78198 -1.66091 -0.03 0.03 0.03
C -2.75538 -0.48992 -0.84696 0.10 -0.02 -0.06
C -4.10974 -1.15391 -0.57579 0.01 -0.07 0.01
C -2.04562 -0.27486 0.47743 -0.09 -0.04 0.00
C -2.35980 0.79590 1.31784 0.06 0.04 0.01
C -2.02787 0.75247 2.68323 0.01 0.04 -0.01
C -1.30026 -0.28631 3.21459 0.01 0.06 0.01
C -0.86260 -0.29222 4.65000 -0.03 0.03 0.00
C -0.92120 -1.33156 2.35608 0.00 -0.04 -0.03
C -1.29487 -1.33704 1.03498 -0.30 -0.11 0.04
H -3.38699 0.54141 -2.63633 0.00 -0.01 0.00
H -2.02361 1.32482 -1.80843 0.01 -0.02 -0.01
H -3.65707 1.45585 -1.15979 -0.02 -0.01 -0.02
H -2.14360 -1.19601 -1.41950 0.04 0.08 -0.06
H -4.74853 -0.48667 0.00720 0.01 0.01 0.00
H -3.99432 -2.08217 -0.01456 0.01 0.00 0.00
H -4.62230 -1.38053 -1.51274 0.00 0.00 0.00
H -2.99882 1.59207 0.95416 0.07 0.05 0.00
H -2.31844 1.57794 3.31902 0.02 0.01 0.01
H -1.50989 -0.92938 5.25751 0.02 -0.02 0.00
H -0.88442 0.71382 5.06617 -0.02 0.00 0.00
H 0.16085 -0.65751 4.73065 0.01 0.00 0.00
H -0.31105 -2.14070 2.74290 -0.01 -0.01 -0.01
H -1.05371 -2.17899 0.39926 0.07 0.03 0.00
C 2.81670 -5.11605 3.64486 0.00 0.00 0.00
C 2.70322 -4.07235 2.56848 0.00 -0.01 -0.01
C 3.56396 -2.98159 2.53235 0.00 0.01 0.00
C 3.44436 -2.00241 1.55858 -0.02 -0.02 0.00
C 2.43612 -2.09627 0.60955 -0.01 0.03 -0.01
C 1.58140 -3.19144 0.61693 -0.01 0.00 0.00
C 1.72030 -4.16956 1.58660 0.00 0.01 0.00
S 2.20501 -0.86806 -0.66458 -0.19 -0.12 0.21
O 0.85979 -1.12895 -1.20158 0.23 -0.04 0.12
O 3.29792 -1.02729 -1.59179 0.00 0.06 0.00
N 2.08485 0.59020 -0.07107 -0.07 0.13 0.05
C 2.88441 1.15715 1.00166 -0.10 -0.01 0.00
C 2.05629 1.05329 2.28862 -0.10 -0.01 -0.25
O 2.52329 0.85555 3.38922 0.15 0.05 0.02
O 0.77232 1.22052 2.06382 -0.15 -0.13 -0.24
H 3.77998 -5.05967 4.14971 0.00 0.00 0.00
H 2.70293 -6.11944 3.23369 0.00 0.00 0.00
H 2.03799 -4.97941 4.39803 0.00 0.00 0.00
H 4.34151 -2.88898 3.28046 0.00 0.00 0.00
H 4.13812 -1.17745 1.55874 0.03 0.01 0.00
H 0.81821 -3.27061 -0.14407 0.00 -0.01 0.01
H 1.05215 -5.02330 1.58218 0.00 0.00 0.00
H 3.01261 2.21786 0.77254 0.05 0.00 0.08
H 3.87877 0.72892 1.08972 -0.01 -0.06 0.08
C -1.52950 4.02636 -0.78566 0.08 0.02 0.06
Si -0.26004 3.29372 0.41040 0.09 0.11 0.24
C 1.35619 4.24993 0.20491 -0.06 -0.02 -0.07
C -0.89396 3.76287 2.12586 0.07 0.04 -0.08
H -1.67125 5.07451 -0.50157 -0.01 0.00 0.00
H -2.50400 3.53927 -0.72912 0.00 -0.04 0.02
H -1.17650 3.99104 -1.81477 -0.03 0.00 -0.01
H 1.12161 5.29875 -0.00012 0.00 0.01 0.02
H 1.98764 3.88944 -0.60887 -0.02 -0.02 -0.01
H 1.93205 4.21906 1.13253 0.00 -0.03 0.00
H -0.71914 4.83465 2.26563 -0.01 0.00 -0.01
H -0.36025 3.22217 2.90576 -0.01 -0.01 0.01
H -1.96442 3.59087 2.24155 -0.03 -0.01 -0.02
S 0.73644 1.93033 -2.32676 -0.47 0.19 0.16
C 0.22075 0.87892 -3.57617 0.13 -0.41 0.03
N -0.86879 1.14023 -4.30763 0.08 0.11 -0.05
C -1.34479 0.29841 -5.39704 -0.02 -0.01 0.02
C -0.16743 -0.44837 -6.00174 0.03 0.03 0.01
C 0.58253 -1.16732 -4.89322 -0.03 -0.02 0.04
N 0.92953 -0.20915 -3.85663 -0.03 0.22 -0.15
H -1.31660 2.01811 -4.10862 -0.05 -0.01 0.05
H -1.83176 0.93553 -6.13406 0.01 0.00 -0.01
H -2.09105 -0.40902 -5.02141 0.00 0.00 -0.01
H 0.50187 0.26431 -6.48795 0.00 -0.01 -0.02
H -0.51193 -1.15775 -6.75267 -0.02 -0.01 0.02
H 1.50252 -1.61751 -5.26271 0.00 0.02 0.00
H -0.03242 -1.96711 -4.46841 0.01 -0.01 0.00
H 1.69048 -0.40936 -3.22132 -0.01 -0.05 -0.07
```
Positions in Å, forces in eV/Å.

Energy above the lowest of the compared OMol25 structures with the same formula, charge and spin, kcal/mol: 30.07
Spin multiplicity: 2
Energy, Eh: -2660.75153
Total charge: 0
Frontier orbital gap (spin up / spin down), eV: 7.984 / 7.450

(4)
C3H3ClFNO | wB97M-V/def2-TZVPD

Geometry as XYZ:
```
10
Properties=species:S:1:pos:R:3:forces:R:3
O -0.78463 1.17566 -1.09736 -0.31 0.66 -0.56
N 0.04377 0.27354 -1.69917 0.26 -1.23 -0.58
C 0.42633 -0.69043 -0.94546 0.14 0.83 -0.08
C 0.19852 -0.79300 0.48518 -0.68 -0.94 2.56
C 0.03274 0.21154 1.40681 0.95 -0.90 -1.71
F 0.23464 1.51424 1.17762 -0.15 -0.76 -0.11
Cl -0.23038 -0.04566 3.06215 -0.19 -0.24 0.37
H -1.05517 1.71577 -1.86533 0.11 -0.22 0.70
H 0.98826 -1.48608 -1.45144 -0.17 0.48 0.24
H 0.14592 -1.87559 0.92700 0.05 2.32 -0.84
```
Positions in Å, forces in eV/Å.

Energy above the lowest of the compared OMol25 structures with the same formula, charge and spin, kcal/mol: 55.12
Energy, Eh: -806.07181
Total charge: 0
Frontier orbital gap, eV: 9.588

(5)
C5H5BrO2 | wB97M-V/def2-TZVPD

Geometry as XYZ:
```
13
Properties=species:S:1:pos:R:3:forces:R:3
C 0.80532 -0.61332 1.15979 1.13 -2.66 2.77
C -1.41142 -0.00993 -0.00682 -1.03 -2.14 -0.81
C 0.91657 -0.32421 -1.16428 0.75 -0.02 -0.08
C -0.18175 0.62787 -0.67950 -0.10 0.18 0.66
C -0.22494 0.37114 0.81056 -1.45 3.06 0.55
O 1.07118 -1.18469 2.21265 -0.85 1.86 -1.93
O 1.42437 -1.00801 0.03627 0.15 1.00 -0.98
Br -0.37075 2.31919 2.47961 0.17 -2.52 -2.18
H -2.49904 0.31637 -0.03501 1.93 0.85 0.36
H -1.56650 -1.12322 -0.22008 0.82 1.22 0.63
H 0.52537 -1.18611 -1.70537 -0.09 0.43 -0.62
H 1.76994 0.19725 -1.75004 -1.40 -0.92 1.23
H -0.25834 1.61768 -1.13778 -0.04 -0.36 0.40
```
Positions in Å, forces in eV/Å.

Energy above the lowest of the compared OMol25 structures with the same formula, charge and spin, kcal/mol: 56.13
Energy, Eh: -2917.90532
Total charge: 0
Frontier orbital gap, eV: 8.201

(6)
C4H6N2 | wB97M-V/def2-TZVPD

Geometry as XYZ:
```
12
Properties=species:S:1:pos:R:3:forces:R:3
C 1.28910 0.69412 0.09578 1.19 3.27 -1.36
C 0.14744 1.38692 -0.13184 -2.68 -0.24 -0.31
C -1.29886 0.59765 0.06552 1.14 6.19 1.60
N -1.04264 -0.73707 0.04355 -6.47 -3.56 -2.09
N 0.05634 -1.39082 0.04694 5.33 0.01 -1.85
C 1.24144 -0.72662 -0.09148 -2.82 -1.95 2.61
H 2.33513 1.27166 0.19031 -2.47 -1.46 -0.47
H -0.10701 2.44936 -0.42927 1.27 -1.13 0.91
H -2.18025 0.87433 -0.63721 1.78 -0.20 0.95
H -1.61352 1.16575 1.18465 0.28 -2.02 -2.53
H -1.96998 -1.28301 -0.51574 3.88 1.34 2.61
H 2.16504 -1.29530 -0.05403 -0.42 -0.26 -0.06
```
Positions in Å, forces in eV/Å.

Energy above the lowest of the compared OMol25 structures with the same formula, charge and spin, kcal/mol: 110.62
Energy, Eh: -265.35929
Total charge: 0
Frontier orbital gap, eV: 8.082

(7)
C5H12NO | wB97M-V/def2-TZVPD

Geometry as XYZ:
```
19
Properties=species:S:1:pos:R:3:forces:R:3
C 1.03319 -0.04565 0.96109 -0.22 0.05 -0.12
O -0.18317 0.32264 0.50153 0.16 0.13 0.19
C 0.95720 -0.84493 2.27274 0.12 -0.29 0.08
N 2.23165 -1.48612 2.63638 0.28 -0.03 -0.31
H 1.61429 -0.68950 0.25305 0.01 -0.06 0.03
H 1.72159 0.81955 1.16415 0.09 0.04 0.04
H 0.58227 -0.19622 3.07402 -0.16 0.05 -0.04
H 0.22936 -1.64536 2.11500 -0.06 0.08 0.00
H 2.90823 -0.82597 2.99436 -0.07 0.01 0.07
H 2.12591 -2.24272 3.29351 -0.06 0.08 0.19
C -1.30497 -0.36432 -2.18915 -0.07 0.23 -0.18
C -1.74465 1.02780 -2.54108 -0.21 -0.05 -0.20
C -1.48369 2.08542 -1.79279 0.22 0.24 0.36
H -0.66736 -0.74974 -2.98751 0.11 -0.15 -0.05
H -0.77038 -0.35870 -1.22133 -0.13 0.02 -0.09
H -2.18161 -1.01432 -2.14320 -0.02 -0.15 0.07
H -2.33045 1.17654 -3.45244 0.07 -0.15 0.00
H -1.82146 3.08087 -2.06465 -0.04 -0.03 -0.09
H -0.91596 1.95073 -0.87370 -0.01 -0.02 0.07
```
Positions in Å, forces in eV/Å.

Energy above the lowest of the compared OMol25 structures with the same formula, charge and spin, kcal/mol: 24.39
Energy, Eh: -327.65719
Total charge: -1
Frontier orbital gap, eV: 6.839

(8)
C27H42Cl3N4O3SiYb | wB97M-V/def2-TZVPD

Geometry as XYZ:
```
81
Properties=species:S:1:pos:R:3:forces:R:3
C -1.72062 -2.03918 -3.31845 0.08 0.19 -0.29
C -1.15690 -2.90027 -2.23532 0.39 -0.82 0.58
H -1.70248 -2.57438 -4.27654 -0.13 0.41 0.20
H -1.12754 -1.11358 -3.40542 -0.17 -0.28 -0.01
H -2.75348 -1.71978 -3.10314 0.30 -0.19 0.01
C -0.68861 -4.14359 -2.40711 -0.54 0.38 -0.27
C -0.68879 -4.91066 -3.69079 0.27 -0.36 -0.27
H -0.30527 -4.69895 -1.55406 -0.09 0.14 -0.03
H -0.88280 -4.29449 -4.57766 0.03 -0.22 0.27
H -1.42361 -5.73458 -3.67006 0.23 0.27 -0.02
H 0.30219 -5.37231 -3.81644 -0.24 -0.01 -0.14
Yb 0.28136 0.65139 0.13544 -0.26 -1.81 -0.57
Cl -2.27370 1.28425 -0.24274 0.90 -0.18 0.42
Cl 1.50159 2.21944 -1.46318 -0.40 -0.81 1.22
H 0.51094 5.26571 3.86474 0.05 -0.11 0.00
H -1.58623 5.98899 2.67738 0.11 -0.27 -0.27
C 0.92492 4.91608 2.91594 0.07 0.09 0.15
C -1.17042 5.60754 1.73234 0.23 -0.26 -0.27
N -0.15318 4.58399 2.00164 0.24 -0.19 0.10
H 1.53828 4.02421 3.06943 -0.13 0.27 0.02
C -0.16700 3.38296 1.42260 -0.50 0.21 -0.30
O 0.60314 2.43547 1.69421 -0.54 0.14 -0.34
H -1.96207 5.14449 1.13051 0.14 0.26 0.17
H -0.94697 3.26507 0.64211 0.18 0.08 0.46
H 1.53627 5.72166 2.49580 -0.04 -0.12 0.01
H -0.73696 6.45842 1.18122 -0.10 -0.33 0.15
H 1.50021 -1.31380 -2.69860 0.26 0.19 0.16
H 2.39144 -3.71863 -1.35424 0.28 0.25 -0.13
C 2.53616 -1.00815 -2.48193 -0.59 -0.09 -0.31
C 3.30815 -3.10897 -1.42489 0.07 -0.21 0.03
N 3.00405 -1.69519 -1.28631 0.38 0.52 1.17
H 2.56707 0.08006 -2.34075 0.06 -0.43 -0.07
C 3.02777 -1.13682 -0.05540 -0.17 -1.02 -1.16
O 2.47126 -0.08823 0.28835 0.01 -0.14 0.08
H 3.99551 -3.40749 -0.62239 -0.11 -0.06 -0.27
H 3.60938 -1.73905 0.67900 -0.27 0.23 -0.27
H 3.16242 -1.33800 -3.32595 -0.02 0.32 0.34
H 3.76071 -3.29440 -2.40828 0.02 0.07 0.37
O 0.02341 -1.38892 -0.87200 2.03 2.83 0.83
C -1.02972 -2.22604 -0.87013 -1.36 -0.33 0.40
C 0.24893 -3.76606 0.69825 -0.07 -0.23 0.02
C -0.96253 -3.21130 0.30729 -0.48 0.24 -0.47
H 1.15160 -3.42789 0.17507 -0.35 -0.14 0.37
C 0.27993 -4.76589 1.67342 0.10 0.21 -0.27
H -1.95265 -1.62466 -0.74656 -0.20 -0.36 0.14
C -2.14441 -3.58771 0.94711 0.29 -0.51 -0.03
H 1.24881 -5.19383 1.94114 -0.34 -0.07 0.05
C -0.90896 -5.22099 2.24678 -0.17 0.12 -0.03
C -2.12770 -4.62439 1.89305 0.06 0.33 -0.17
H -3.06352 -3.09330 0.61706 0.17 -0.31 0.29
H -0.88919 -6.04937 2.95409 -0.02 0.23 -0.09
H -3.07032 -4.96317 2.33541 0.42 0.09 -0.08
Si -0.43975 3.77893 -3.59715 0.27 0.46 -1.04
Cl -0.87095 1.71345 -3.74463 0.23 0.52 -0.13
C 1.37260 4.34591 -3.48111 0.48 -0.68 0.72
C -1.65649 4.43481 -2.32546 0.15 0.03 0.11
C -0.81364 4.47822 -5.32231 -0.37 -0.16 -0.01
H 1.96909 3.73389 -2.75860 -0.49 1.14 -1.13
H 1.39914 5.38801 -3.12555 -0.08 -0.15 -0.25
H 1.85422 4.27634 -4.47040 -0.31 0.16 0.27
H -0.03246 4.13743 -6.02672 -0.34 0.17 0.31
H -0.82012 5.58474 -5.31038 0.07 -0.44 0.02
H -1.78375 4.13313 -5.70346 0.16 0.14 0.02
H -1.63183 3.82099 -1.41914 0.04 0.09 -0.11
H -2.67954 4.36608 -2.71700 0.23 0.00 -0.02
H -1.45165 5.48543 -2.07068 -0.01 -0.24 -0.07
N 1.23465 -1.79570 4.17649 0.17 -0.33 0.13
C 1.18582 -1.65028 2.82739 -1.30 1.26 0.49
N 0.25204 -0.76266 2.48602 0.68 -0.54 -1.23
C -0.36602 -0.35265 3.65120 0.50 -0.04 0.68
C -1.37135 0.59433 3.86968 0.19 0.01 0.38
C -1.60339 1.00465 5.19245 -0.05 -0.30 -0.94
C -0.89627 0.43950 6.26419 0.38 -0.46 -0.08
C 0.04634 -0.57485 6.04751 -0.39 0.24 0.51
C 0.27565 -0.96652 4.74239 0.10 0.36 -0.54
H 1.84515 -2.43227 4.67093 -0.18 0.20 -0.13
H 1.84298 -2.20251 2.16946 -0.24 0.24 0.04
H -1.91221 0.95997 3.00070 -0.03 0.28 0.25
H -2.35079 1.77293 5.38294 0.14 -0.20 -0.01
H -1.09449 0.80186 7.27260 0.10 -0.19 -0.23
H 0.60708 -1.04887 6.84761 -0.18 0.21 0.10
```
Positions in Å, forces in eV/Å.

Spin multiplicity: 2
Energy, Eh: -4327.82810
Total charge: 0
Frontier orbital gap (spin up / spin down), eV: 8.270 / 8.270